(1)
78
Properties=species:S:1:pos:R:3:forces:R:3:mulliken_charge:R:1 method="wB97M-V/def2-TZVPD" homo_energy_ev=-10.42 lumo_ev=-5.0 homo_lumo_gap_ev=5.41 total_charge=+1 total_energy_ev=-48388.69132 max_force_ev_per_a=1.82 e_above_lowest_kj_mol=132.44
C -4.162 3.572 2.985 -0.1454 0.6309 0.1256 -1.549
C -3.140 2.516 2.784 0.2356 -0.4098 -0.0958 0.878
C -3.541 1.192 2.650 -0.5541 -0.3115 -0.1704 0.176
F -4.889 0.939 2.602 1.1161 0.1030 0.2635 -0.376
C -2.665 0.133 2.543 0.3403 0.1419 -0.1890 -0.498
C -1.271 0.393 2.412 -1.0166 1.1496 0.0201 1.034
C -0.316 -0.643 2.173 0.7398 0.1461 0.4387 -1.146
C -0.658 -2.046 2.193 -0.0095 -0.8700 -0.5795 0.896
C -1.774 -2.530 1.464 0.0524 -0.1170 0.0905 -0.648
C -2.043 -3.887 1.452 -0.3766 0.1750 -0.4897 -0.127
F -3.104 -4.345 0.710 0.8502 0.4643 0.7016 -0.375
C -1.267 -4.821 2.133 0.0621 0.3739 0.0415 0.870
C -1.655 -6.255 2.148 0.1656 -0.6028 0.0886 -1.497
C -0.136 -4.344 2.813 -0.3391 -0.1588 0.0022 -0.879
C 0.164 -2.997 2.846 0.1743 0.6949 -0.3372 -0.581
C -0.853 1.754 2.511 0.0460 -0.6906 -0.0171 -0.789
C -1.761 2.772 2.727 -0.1229 0.0033 0.1252 -0.896
H -3.664 4.521 3.186 -0.1402 -0.0075 0.0103 0.414
H -4.798 3.705 2.102 0.0994 -0.1258 0.1262 0.302
H -4.820 3.335 3.829 0.1089 0.0048 -0.1836 0.346
H -3.057 -0.880 2.537 0.0181 0.3290 0.0901 0.965
H 0.724 -0.392 2.417 -0.3920 -0.1893 -0.0394 0.724
H -2.414 -1.847 0.905 0.2114 -0.3355 -0.0151 0.685
H -0.858 -6.827 2.631 -0.1906 -0.0461 -0.0539 0.392
H -2.579 -6.403 2.723 0.1773 0.0531 -0.1916 0.320
H -1.812 -6.667 1.144 -0.0398 0.1951 0.1869 0.330
H 0.506 -5.069 3.319 -0.1986 0.2956 -0.1105 0.344
H 1.056 -2.651 3.370 -0.1930 -0.0735 -0.1333 0.456
H 0.211 1.978 2.414 -0.2559 -0.0233 0.0610 0.442
H -1.419 3.799 2.863 -0.0555 -0.2863 -0.1226 0.353
C -2.665 3.300 -3.071 -0.4543 -0.1776 0.0788 -0.972
N -1.402 2.854 -2.533 0.5912 0.6834 0.1200 0.307
C -0.326 3.704 -2.466 -0.4291 1.0299 0.2093 0.153
O -0.313 4.894 -2.758 0.1094 -1.5729 0.0384 -0.683
C 0.841 2.893 -1.920 -0.1979 0.6170 0.3579 -0.058
C 1.772 2.498 -3.077 0.0475 0.0700 -0.2904 -1.016
C 2.986 1.703 -2.669 0.0627 -0.1570 0.1014 0.528
C 3.820 2.163 -1.644 0.1737 -0.3833 -0.1031 -0.274
C 4.947 1.420 -1.274 -0.1813 0.1101 -0.0625 -0.758
C 5.240 0.218 -1.923 -0.1933 -0.0061 -0.0835 -0.435
C 4.410 -0.239 -2.953 0.0933 0.1497 0.0139 -0.653
C 3.295 0.509 -3.332 -0.0321 0.1167 0.3167 -0.299
N 0.141 1.765 -1.301 0.4793 -0.8361 1.5384 0.822
C 0.779 0.949 -0.423 -0.0855 1.1678 -1.2892 -0.571
C 0.484 -0.366 -0.141 -1.1747 -1.0774 0.7002 -0.498
C 1.548 -1.371 0.002 0.6183 -0.2500 0.3133 0.620
C 1.313 -2.728 -0.323 -0.3508 0.5607 0.4099 -0.148
C 2.214 -3.712 0.066 0.4671 0.0834 -0.1649 -0.756
C 3.449 -3.354 0.622 -0.2350 0.0574 0.1601 -0.732
C 3.737 -2.004 0.851 -0.0711 0.1165 -0.2102 -0.937
C 2.801 -1.018 0.534 -0.1269 -0.3567 0.1697 -0.279
C -1.240 1.599 -1.802 -0.1630 -0.3159 -0.8689 0.104
C -2.259 1.460 -0.678 0.0448 0.4222 0.2961 -1.242
C -1.397 0.411 -2.761 0.0839 -0.0050 -0.2735 -1.488
H -2.517 4.260 -3.575 0.0563 -0.2614 0.1664 0.410
H -3.051 2.565 -3.786 0.0524 0.1664 0.0656 0.307
H -3.403 3.425 -2.269 0.0654 0.0837 -0.1994 0.302
H 1.383 3.481 -1.159 -0.2596 -0.2565 -0.3098 0.710
H 1.194 1.928 -3.826 0.1706 0.2749 0.2303 0.366
H 2.093 3.443 -3.550 -0.2084 -0.2707 0.1051 0.356
H 3.586 3.107 -1.147 0.1919 -0.2452 -0.0925 0.481
H 5.595 1.793 -0.478 -0.1407 -0.1485 -0.2403 0.408
H 6.114 -0.364 -1.627 -0.2541 0.1853 -0.1054 0.431
H 4.639 -1.170 -3.477 -0.0460 0.2920 0.2203 0.404
H 2.641 0.181 -4.145 0.2716 -0.0107 0.2543 0.363
H 1.672 1.410 0.017 -0.0166 -0.3399 -0.6612 0.634
H -0.510 -0.749 -0.381 0.5278 0.0152 -0.4962 0.629
H 0.392 -2.993 -0.850 0.1825 0.0168 0.3556 0.444
H 1.958 -4.766 -0.062 0.1612 0.3378 -0.1731 0.475
H 4.180 -4.121 0.886 -0.2818 0.2460 -0.0437 0.430
H 4.692 -1.706 1.290 -0.2555 -0.1558 -0.1949 0.498
H 3.031 0.036 0.716 0.0457 -0.4024 0.0680 0.300
H -2.269 2.380 -0.083 -0.0611 -0.1768 0.0023 0.448
H -3.261 1.286 -1.092 0.3105 0.0473 0.1222 0.671
H -1.997 0.630 -0.017 -0.1244 0.1222 -0.1943 -0.456
H -0.919 0.642 -3.722 -0.0538 -0.1735 0.2449 0.391
H -0.952 -0.493 -2.336 -0.1709 0.1326 -0.2192 0.220
H -2.470 0.240 -2.935 0.3932 -0.0382 -0.0264 0.474


(2)
116
Properties=species:S:1:pos:R:3:forces:R:3:mulliken_charge:R:1 method="wB97M-V/def2-TZVPD" homo_energy_ev="-8.66 / -8.47" lumo_ev="-5.2 / -5.5" spin_multiplicity=5 homo_lumo_gap_ev="3.43 / 2.97" total_charge=+1 s_squared=6.013 total_energy_ev=-96203.17130 max_force_ev_per_a=4.76
Li 3.749 4.982 0.929 0.0559 -0.2341 0.1732 0.795
Fe -2.631 -2.661 -1.377 1.5011 0.7905 1.4667 1.204
C 1.657 0.226 0.309 -3.1109 -2.8409 -0.2304 -0.836
C 2.065 1.503 0.065 4.2167 1.2981 1.7882 0.502
C 1.173 2.441 -0.711 0.1706 4.4626 0.5340 0.492
O 1.277 3.754 -0.679 1.0389 -3.4032 0.5202 -0.718
C 0.099 1.918 -1.386 -1.5765 -3.0347 -0.5706 -0.816
C -0.284 0.495 -1.321 0.4120 3.3294 0.0971 0.503
C 0.456 -0.336 -0.243 1.3126 0.2487 -1.0889 0.378
O 0.045 -1.505 -0.158 -0.5587 -1.1350 0.8704 -0.531
O -1.192 0.013 -2.022 -0.6338 -0.8678 0.2225 -0.602
O 3.229 1.796 0.576 -2.7058 1.1049 -1.5552 -0.735
H 2.237 -0.398 0.973 0.1077 0.0096 -0.0669 0.417
H -0.527 2.631 -1.902 -0.0778 -0.2188 -0.2823 0.474
C 6.440 5.198 3.437 0.3295 -0.2558 0.3925 -1.321
C 5.911 6.597 3.204 0.1802 -0.7114 -1.2082 0.291
C 6.464 7.153 1.893 -0.7166 0.0917 -0.5009 -0.835
O 6.149 6.205 0.829 -0.1529 -0.2563 1.9222 -0.253
C 6.144 6.654 -0.487 0.5848 0.4526 -0.5192 -0.881
N 4.479 6.523 3.040 -1.2262 -0.1917 -0.3189 -0.462
H 6.393 4.513 2.590 -0.2493 0.3231 -0.1948 0.312
H 5.849 4.756 4.239 0.3072 -0.1576 0.2294 0.395
H 7.494 5.253 3.710 -0.0386 -0.1276 0.2655 0.341
H 6.180 7.216 4.060 0.2506 0.2638 -0.1144 0.334
H 7.515 7.392 2.056 0.3671 -0.4636 -0.6544 0.392
H 5.978 8.086 1.608 -0.1411 0.2633 0.2397 0.419
H 7.032 7.266 -0.648 0.2450 -0.2801 -0.5447 0.324
H 5.308 7.276 -0.808 -0.4975 0.2081 0.5131 0.349
H 6.093 5.750 -1.094 0.4661 0.1574 -0.2228 0.292
H 4.107 7.461 3.092 -0.3373 0.1238 -0.1095 0.221
H 4.046 6.008 3.793 -0.0476 -0.0680 0.2944 0.205
C 0.711 -7.627 2.934 0.2200 -0.2706 -2.0170 -1.341
C 1.263 -6.567 1.892 0.6146 -2.2189 0.9569 0.370
C 1.217 -6.889 0.364 0.0873 -0.2541 1.1800 -0.634
O 1.602 -5.739 -0.367 -0.7921 0.2694 -1.6477 -0.276
C 2.873 -5.119 -0.257 0.0471 0.3896 1.5951 -0.802
N 0.542 -5.356 2.093 -0.2253 1.0327 -0.6559 -0.371
H 0.498 -7.275 3.943 0.0224 0.5218 -0.2965 0.369
H 1.386 -8.476 3.051 0.1280 0.0301 -0.1347 0.357
H -0.190 -8.014 2.459 -0.3744 -0.1478 0.4498 0.274
H 2.345 -6.609 2.012 0.4506 1.0373 0.7885 0.145
H 0.198 -7.199 0.135 -0.2122 0.6133 -0.6003 0.261
H 1.838 -7.731 0.057 0.3176 -0.1636 0.4509 0.360
H 2.917 -4.739 0.764 0.5851 0.0471 0.2588 0.345
H 2.967 -4.212 -0.854 -0.7428 -0.2650 -0.4608 0.263
H 3.786 -5.683 -0.446 -0.3370 -0.7573 -0.1121 0.318
H 0.598 -4.928 3.006 0.3122 -0.2889 0.1219 0.244
H 0.901 -4.708 1.407 -0.3214 0.5677 0.0247 0.145
C -4.646 3.504 -4.459 -1.8961 0.5813 -1.7584 -1.232
C -4.365 3.439 -6.035 1.8203 1.4770 2.0019 0.296
C -3.933 4.799 -6.695 -1.4875 -0.3355 1.2446 -0.726
O -4.991 5.764 -6.508 0.7620 -0.9496 -2.1048 -0.371
C -5.997 5.495 -7.518 -0.6303 0.9599 1.6360 -0.709
N -3.141 2.679 -6.158 0.2269 -1.1913 -0.8577 -0.681
H -3.842 3.901 -3.839 0.2336 -0.6167 -0.2099 0.290
H -5.064 2.515 -4.271 0.9511 -0.4299 0.6771 0.391
H -5.533 4.078 -4.194 -0.0423 0.6596 -0.2858 0.316
H -5.222 2.946 -6.495 0.2335 0.1114 -0.3164 0.258
H -3.607 4.658 -7.725 -0.6448 -0.0924 -0.3645 0.376
H -3.011 5.160 -6.239 -0.2286 0.1699 0.6448 0.404
H -6.545 4.584 -7.275 0.1297 -0.2616 -0.1347 0.283
H -5.684 5.480 -8.562 0.5117 0.0613 0.1475 0.299
H -6.704 6.308 -7.351 -0.1110 0.0151 -0.3992 0.276
H -2.389 3.199 -5.729 0.1135 -0.0121 0.0730 0.272
H -3.207 1.805 -5.655 0.0730 -0.1553 0.0245 0.263
C 0.806 -4.569 -5.356 0.2576 -0.0831 -0.8908 -1.485
C -0.585 -3.929 -5.218 1.8871 1.1466 -1.1128 0.175
C -1.578 -4.183 -6.340 0.4599 -0.3815 0.9670 -0.750
O -1.965 -5.565 -6.402 1.5980 1.5760 1.8493 -0.321
C -2.715 -5.748 -7.521 -1.1350 -0.3704 -1.1342 -0.741
N -1.100 -4.372 -3.954 -0.5731 -0.2047 0.7522 -0.416
H 1.335 -4.161 -6.218 -0.1100 -0.3660 -0.3338 0.371
H 0.727 -5.656 -5.397 -0.0608 -0.0912 -0.4802 0.363
H 1.518 -4.407 -4.547 -0.4381 0.5037 0.4818 0.439
H -0.428 -2.850 -5.229 -0.1106 0.2185 0.1284 0.311
H -1.194 -3.835 -7.299 0.1610 -0.1138 -0.1026 0.439
H -2.387 -3.514 -6.046 -0.7946 -0.2663 -0.3733 0.344
H -3.611 -5.131 -7.456 -0.3821 0.0137 -0.2432 0.315
H -3.005 -6.798 -7.574 0.0799 0.0741 -0.2310 0.244
H -2.144 -5.421 -8.390 -0.1124 -0.2909 -0.4495 0.315
H -1.201 -5.327 -4.267 -0.9374 -0.9677 1.0704 0.279
H -0.253 -4.414 -3.406 -0.0944 0.0026 0.7970 0.225
C 1.412 3.559 8.746 0.1841 -0.0506 2.2543 -1.318
C 2.224 3.498 7.518 -1.8355 -0.7135 -2.1278 0.601
C 1.867 2.281 6.647 -0.0949 -1.6040 0.0909 -0.807
O 1.711 1.040 7.407 -0.4276 0.9103 -0.8006 -0.346
C 1.019 0.013 6.657 0.9478 -0.0414 1.9699 -0.757
N 1.806 4.719 6.777 2.2598 0.1812 -0.5972 -0.636
H 1.379 2.701 9.418 0.0887 -0.3016 -0.3390 0.310
H 0.399 3.902 8.534 0.0639 -0.1076 0.0914 0.308
H 1.968 4.314 9.301 -0.6480 0.4131 0.5740 0.421
H 3.293 3.542 7.727 -0.0410 -0.0035 -0.1455 0.227
H 2.605 2.035 5.883 0.2932 0.4806 -0.1474 0.356
H 0.922 2.404 6.118 -0.2250 0.6012 0.0228 0.309
H 1.373 -0.094 5.632 -0.0681 0.0538 0.0009 0.312
H -0.066 0.028 6.765 -0.2143 0.8024 -0.4593 0.299
H 1.270 -0.843 7.283 0.2186 -0.5171 -0.6002 0.266
H 1.990 5.475 7.421 -0.3847 0.4048 -0.3419 0.247
H 0.883 4.780 6.373 -0.0734 -0.4781 0.4914 0.223
C -4.340 -5.014 2.826 -0.4170 0.2342 -0.2097 -1.390
C -4.337 -3.913 1.705 -0.1952 0.3074 1.9821 0.264
C -4.164 -2.400 2.168 1.5509 -1.6810 -1.0864 -0.841
O -4.058 -1.629 0.968 -1.6463 -0.1928 0.6453 -0.187
C -4.062 -0.251 1.322 1.1530 0.5793 -1.7251 -0.853
N -3.313 -4.300 0.755 0.6149 0.9465 -2.0000 -0.345
H -4.577 -5.993 2.408 -0.0469 0.0440 -0.5506 0.430
H -5.133 -4.903 3.566 0.1868 0.4886 0.1688 0.381
H -3.378 -5.191 3.307 0.0779 0.5716 0.1263 0.369
H -5.304 -3.985 1.208 0.0037 0.2312 -0.1235 0.249
H -3.192 -2.128 2.580 0.2284 -1.0427 1.0059 0.359
H -4.914 -2.094 2.897 -0.4727 0.0951 -0.4925 0.380
H -3.139 0.040 1.824 0.1979 -0.2369 0.2263 0.350
H -4.888 0.144 1.913 -0.4000 -0.5298 -0.2794 0.326
H -3.988 0.149 0.311 -0.3745 1.0395 0.3631 0.256
H -2.419 -4.411 1.212 0.3819 -0.0821 0.2068 0.198
H -3.569 -5.206 0.390 0.1495 -0.2171 -0.1553 0.252